# 1
DFT (ωB97M-V with the def2-TZVPD basis set) results for C36H57N4P2S2Ta as an isolated structure.

Each line ends with the Löwdin charge.
Geometry (Å):
Ta: 0.2540 0.6074 0.6793  0.938
C: -0.9000 -2.1799 -4.2043  -0.126
C: -0.6348 -3.3465 -3.2559  -0.554
C: 0.2797 -4.3626 -3.9371  -0.119
P: -0.1414 -2.6811 -1.5722  1.109
C: 0.3342 -4.2139 -0.6291  -0.573
C: -0.7945 -5.2480 -0.6729  -0.130
C: 0.5808 -3.7916 0.8215  -0.151
C: 1.4898 -1.8798 -1.8953  -0.281
C: 2.6405 -2.5996 -2.2466  -0.061
C: 3.8523 -1.9865 -2.5200  -0.289
C: 5.0576 -2.7927 -2.9261  -0.050
C: 3.9262 -0.5986 -2.4030  -0.047
C: 2.8271 0.1359 -2.0093  -0.042
C: 1.6002 -0.4874 -1.7629  -0.356
N: 0.4853 0.3015 -1.3491  -0.196
C: -0.1899 0.9890 -2.3695  -0.296
C: 0.3049 1.0297 -3.6854  -0.029
C: -0.3742 1.6738 -4.7034  -0.039
C: -1.5891 2.3092 -4.4860  -0.281
C: -2.3290 3.0200 -5.5884  -0.055
C: -2.0885 2.2722 -3.1931  -0.067
C: -1.4239 1.6454 -2.1394  -0.297
P: -2.1316 1.5331 -0.4802  0.958
C: -3.7054 0.5594 -0.6622  -0.548
C: -3.3751 -0.8316 -1.1979  -0.143
C: -4.8325 1.1782 -1.4868  -0.107
C: -2.6163 3.2103 0.1504  -0.563
C: -3.1050 4.2793 -0.8218  -0.109
C: -3.5685 3.0306 1.3336  -0.123
H: -1.3520 -2.5395 -5.1331  0.080
H: 0.0353 -1.6783 -4.4625  0.069
H: -1.5618 -1.4289 -3.7663  0.052
H: -1.5959 -3.8301 -3.0475  0.094
H: 1.1892 -3.8793 -4.2961  0.069
H: -0.2237 -4.7942 -4.8076  0.078
H: 0.5701 -5.1849 -3.2815  0.059
H: 1.2434 -4.6641 -1.0284  0.088
H: -1.7420 -4.7911 -0.3673  0.076
H: -0.5846 -6.0642 0.0244  0.077
H: -0.9347 -5.6828 -1.6625  0.057
H: -0.3687 -3.5333 1.2997  0.039
H: 1.2180 -2.9084 0.8882  0.020
H: 1.0407 -4.6049 1.3923  0.082
H: 2.5952 -3.6790 -2.3019  0.096
H: 4.9151 -3.8513 -2.7055  0.074
H: 5.9539 -2.4555 -2.4011  0.078
H: 5.2523 -2.6997 -3.9980  0.080
H: 4.8694 -0.0932 -2.5883  0.117
H: 2.8904 1.2097 -1.8724  0.124
H: 1.2359 0.5389 -3.9228  0.103
H: 0.0562 1.6723 -5.6999  0.112
H: -1.8819 2.8085 -6.5602  0.071
H: -2.3102 4.1035 -5.4445  0.079
H: -3.3770 2.7145 -5.6288  0.076
H: -3.0403 2.7486 -2.9984  0.091
H: -4.0470 0.4528 0.3733  0.085
H: -3.0180 -0.7704 -2.2298  0.061
H: -4.2702 -1.4600 -1.1890  0.082
H: -2.5935 -1.3302 -0.6235  -0.005
H: -4.5567 1.2201 -2.5418  0.069
H: -5.0937 2.1840 -1.1597  0.051
H: -5.7312 0.5599 -1.4099  0.080
H: -1.6618 3.5502 0.5453  -0.001
H: -4.0586 4.0316 -1.2932  0.060
H: -2.3702 4.4660 -1.6041  0.071
H: -3.2467 5.2161 -0.2747  0.079
H: -4.5695 2.7260 1.0167  0.068
H: -3.6660 3.9766 1.8715  0.078
H: -3.1935 2.2813 2.0382  0.062
C: -1.0461 -0.9871 7.0783  -0.003
C: -0.7287 -0.2644 5.8137  -0.261
C: 0.0105 0.8723 5.7219  0.034
C: 0.2241 1.4485 4.4454  -0.285
N: -0.2769 0.8993 3.3527  0.042
C: -1.0059 -0.2254 3.4402  -0.806
S: -1.6067 -0.9131 2.0423  0.661
N: -1.2301 -0.7857 4.6659  0.121
C: 0.9968 2.7102 4.2981  -0.033
H: -0.5147 -0.5402 7.9139  0.089
H: -0.7597 -2.0374 7.0025  0.096
H: -2.1178 -0.9408 7.2815  0.098
H: 0.4293 1.3272 6.6069  0.125
H: -1.7556 -1.6470 4.6859  0.150
H: 1.7024 2.8417 5.1183  0.088
H: 0.2941 3.5488 4.3017  0.103
H: 1.4839 2.7324 3.3251  -0.005
C: 3.6367 -1.7440 1.0970  -0.044
C: 2.9412 -0.6383 1.8953  -0.710
C: 2.7288 -1.1289 3.3341  -0.055
C: 3.8379 0.6048 1.8974  -0.059
N: 1.6604 -0.3050 1.3263  -0.220
H: 4.6542 -1.8927 1.4732  0.087
H: 3.6947 -1.4696 0.0446  0.055
H: 3.1053 -2.6946 1.1808  0.063
H: 3.6694 -1.4660 3.7791  0.081
H: 2.0206 -1.9630 3.3411  0.074
H: 2.3284 -0.3234 3.9575  0.060
H: 4.7809 0.4123 2.4198  0.081
H: 3.3262 1.4422 2.3737  0.052
H: 4.0599 0.9053 0.8713  0.076
S: 0.7912 2.7823 0.7815  -0.007

Calculated values
**Maximum force**: 0.81 eV/A
**HOMO-LUMO gap**: 5.95 eV
**E_HOMO**: -6.591 eV
**Lowest unoccupied orbital energy**: -0.641 eV
**ΔE to the lowest compared entry with this formula, charge and spin**: 9.0 kcal/mol


# 2
DFT (ωB97M-V with the def2-TZVPD basis set) results for C36H58N2O7S6SiSr as an isolated structure in a non-equilibrium geometry.

Each line ends with the Löwdin charge.
Geometry (Å):
Sr: 0.0956 -0.5937 0.4402  1.072
C: -1.2296 -1.3255 -2.9354  -0.110
N: -1.1662 -2.4258 -1.9786  -0.262
C: -0.1008 -3.3560 -2.3382  -0.128
C: -2.4157 -3.1637 -1.8842  -0.213
C: -3.6248 -2.3517 -1.4771  -0.222
N: -3.4499 -1.7061 -0.1920  -0.256
C: -3.7421 -2.6238 0.9012  -0.143
C: -4.2439 -0.5094 -0.0691  -0.119
H: -1.5346 -1.6688 -3.9413  0.087
H: -0.2408 -0.8626 -3.0057  0.062
H: -1.9237 -0.5512 -2.5909  0.042
H: -0.2744 -3.8040 -3.3366  0.083
H: -0.0401 -4.1573 -1.5988  0.080
H: 0.8586 -2.8441 -2.3373  0.039
H: -2.2689 -3.9570 -1.1482  0.117
H: -2.6386 -3.6406 -2.8563  0.117
H: -4.4865 -3.0359 -1.4579  0.114
H: -3.8315 -1.5911 -2.2334  0.108
H: -4.7921 -2.9769 0.8554  0.081
H: -3.5783 -2.1260 1.8575  0.060
H: -3.0732 -3.4799 0.8787  0.044
H: -5.3317 -0.7116 -0.1395  0.084
H: -3.9609 0.2199 -0.8241  0.062
H: -4.0250 -0.0577 0.8980  0.078
C: -1.2632 0.6593 3.6219  -0.035
C: -1.0799 2.0647 3.0606  -0.608
C: -2.0699 3.0561 3.6842  -0.037
C: 0.3529 2.5051 3.3731  -0.028
O: -1.2663 1.9474 1.6172  -0.215
Si: -1.3984 3.0745 0.3862  -0.189
S: -1.2313 2.0791 -1.3816  0.289
O: -2.7070 4.1088 0.6576  -0.170
C: -4.0598 4.3824 0.2706  -0.653
C: -4.2576 5.8767 0.5050  -0.052
C: -4.3585 4.0787 -1.1992  -0.051
C: -5.0263 3.6106 1.1558  -0.034
O: -0.1722 4.1498 0.7551  -0.171
C: 0.2052 5.4165 0.2063  -0.644
C: -0.3017 5.6285 -1.2235  -0.047
C: -0.3509 6.5072 1.1168  -0.032
C: 1.7283 5.4518 0.2053  -0.030
H: -1.3263 0.6625 4.7122  0.093
H: -0.3563 0.1654 3.2912  0.042
H: -2.1473 0.1540 3.2186  0.082
H: -1.9250 3.0863 4.7680  0.079
H: -3.0987 2.7457 3.4673  0.074
H: -1.9206 4.0609 3.2736  0.077
H: 0.5026 2.5388 4.4592  0.093
H: 0.5442 3.4888 2.9443  0.071
H: 1.0608 1.7879 2.9485  0.051
H: -3.5264 6.4376 -0.0886  0.075
H: -4.1024 6.1218 1.5620  0.085
H: -5.2638 6.1902 0.2047  0.079
H: -3.6767 4.6351 -1.8513  0.080
H: -5.3960 4.3605 -1.4282  0.081
H: -4.2072 3.0222 -1.4128  0.054
H: -4.8275 3.8238 2.2112  0.077
H: -4.9125 2.5453 0.9920  0.076
H: -6.0584 3.8954 0.9232  0.082
H: -1.3938 5.7296 -1.2269  0.068
H: -0.0535 4.7586 -1.8365  0.054
H: 0.1468 6.5301 -1.6557  0.081
H: -1.4376 6.3931 1.1798  0.064
H: -0.1103 7.5057 0.7312  0.081
H: 0.0664 6.4014 2.1242  0.085
H: 2.1071 4.6432 -0.4294  0.053
H: 2.1095 5.2984 1.2208  0.094
H: 2.0946 6.4118 -0.1774  0.086
O: 1.4767 -7.7889 1.8144  -0.145
C: 1.2749 -6.5962 1.6330  -1.082
S: 2.2812 -5.5570 0.6334  0.891
C: 1.4530 -4.0189 0.9337  -1.176
C: 0.3673 -4.0766 1.7325  -1.189
S: -0.6703 -2.7861 2.2955  0.390
S: -0.0704 -5.6938 2.3159  0.889
S: 2.1462 -2.6242 0.1376  0.416
O: 1.3287 0.3651 -1.2659  -0.768
S: 2.7542 0.5450 -0.7656  0.928
C: 3.7239 0.4096 -2.3540  -0.239
C: 3.3739 1.3538 -3.4718  -0.260
C: 4.3246 2.2306 -3.9912  -0.070
C: 3.9930 3.1467 -4.9846  -0.104
C: 2.6934 3.2060 -5.4762  -0.108
C: 1.7378 2.3239 -4.9804  -0.072
C: 2.0767 1.3968 -4.0009  -0.027
C: 2.8879 2.3572 -0.5525  -0.255
C: 4.3029 2.8279 -0.3115  -0.246
C: 4.8638 3.8330 -1.0947  -0.060
C: 6.1738 4.2525 -0.8913  -0.094
C: 6.9471 3.6711 0.1067  -0.110
C: 6.3942 2.6777 0.9073  -0.082
C: 5.0837 2.2609 0.7021  -0.021
H: 3.5173 -0.6337 -2.6157  0.097
H: 4.7702 0.4994 -2.0481  0.090
H: 5.3418 2.1908 -3.6171  0.107
H: 4.7532 3.8198 -5.3710  0.093
H: 2.4288 3.9286 -6.2404  0.090
H: 0.7175 2.3595 -5.3541  0.104
H: 1.3273 0.7209 -3.6115  0.091
H: 2.2471 2.5285 0.3146  0.092
H: 2.4315 2.7975 -1.4407  0.096
H: 4.2614 4.2963 -1.8680  0.111
H: 6.5899 5.0361 -1.5128  0.094
H: 7.9696 3.9966 0.2660  0.091
H: 6.9856 2.2258 1.6977  0.101
H: 4.6552 1.4907 1.3357  0.104
O: 2.4460 -0.2407 3.5393  -0.015
C: 2.5982 -0.1034 2.3280  -0.562
O: 1.8030 0.5382 1.4942  -0.467
H: 3.4877 -0.5225 1.8511  0.086

Calculated values
**Maximum force**: 2.41 eV/A
**HOMO-LUMO gap**: 4.94 eV
**E_HOMO**: -1.095 eV
**Lowest unoccupied orbital energy**: 3.840 eV
**Charge**: -2
**ΔE to the lowest compared entry with this formula, charge and spin**: 23.6 kcal/mol


Which formula does entry 1 have? C36H57N4P2S2Ta